1.
The following is a quantum chemistry calculation of a molecular structure, C5H9NO in a non-equilibrium geometry, from OMol25.

The geometry in XYZ format:
```
16
C5H9NO, DFT ωB97M-V with the def2-TZVPD basis set
C -0.54569 -0.86988 1.75704
C -0.27133 0.31514 -0.47031
C -0.57905 -1.00038 -1.11279
C 0.01360 1.58622 -1.27151
O 1.20516 1.81479 -0.44620
C 0.87039 0.68394 0.26064
N 1.33399 0.24286 1.37997
H -0.77974 -0.07981 2.45721
H -1.36587 -1.23422 1.14654
H 0.12377 -1.63484 2.12547
H 0.01843 -1.79834 -0.65550
H -1.63535 -1.29442 -1.00197
H -0.36774 -0.98991 -2.19139
H -0.65736 2.44772 -1.20524
H 0.30656 1.41195 -2.31360
H 2.33022 0.39920 1.54161
```

Summary:
E_tot   -8862.78946 eV

Löwdin atomic charge list, values in e, 5 entries:
1. C 0.093
2. C -0.184
3. C -0.089
4. C -0.093
5. O 0.013


2.
The following is a quantum chemistry calculation of a gas-phase ion, C17H20INO3P (charge +1), from OMol25.

The geometry in XYZ format:
```
43
C17H20INO3P, DFT ωB97M-V with the def2-TZVPD basis set
C -3.13787 -1.34299 2.68984
C -3.62540 -0.83327 1.36562
C -4.44409 -1.63793 0.58271
C -4.93659 -1.20315 -0.63317
C -4.61482 0.05710 -1.10875
C -3.79933 0.86982 -0.34673
C -3.31479 0.43844 0.88430
C -2.47011 1.37248 1.67453
O -1.05984 0.98433 1.59397
C -0.40926 1.33308 0.50895
O -0.77008 2.06563 -0.37388
C 0.89110 0.59577 0.39092
C 1.88446 1.25265 -0.31613
C 3.10928 0.65452 -0.52537
C 4.24754 1.29336 -1.23616
C 4.80060 0.45460 -2.40386
C 4.16035 0.81335 -3.72865
I 6.93097 0.70483 -2.49958
N 3.27889 -0.58594 -0.02193
C 2.33187 -1.25301 0.66588
C 1.11321 -0.67987 0.90500
P -0.07481 -1.61102 1.93288
O -0.05180 -1.22904 3.35275
H -3.91798 -1.23555 3.43864
H -2.90433 -2.39960 2.61974
H -2.25624 -0.82981 3.05759
H -4.70154 -2.62263 0.94118
H -5.57971 -1.85110 -1.20520
H -4.99617 0.39740 -2.05600
H -3.54370 1.85260 -0.70965
H -2.56807 2.39053 1.32463
H -2.70545 1.34589 2.72871
H 1.70219 2.23328 -0.71739
H 3.91855 2.25122 -1.61843
H 5.02536 1.48769 -0.50277
H 4.67231 -0.60465 -2.21947
H 4.72211 0.42451 -4.56589
H 3.14819 0.41511 -3.77637
H 4.08973 1.89097 -3.82977
H 4.17446 -1.03566 -0.16538
H 2.59774 -2.23459 1.01853
H -1.27182 -1.46892 1.22153
H 0.35492 -2.92043 1.66264
```

Summary:
SMILES string   Cc1ccccc1COC(=O)c1cc(C[C@@H](C)I)[nH+]cc1[PH2]=O
Total charge   +1
E_tot   -42969.70250 eV

Löwdin atomic charge list, values in e, 5 entries:
1. C -0.069
2. C -0.245
3. C -0.036
4. C -0.063
5. C -0.064


3.
The following is a quantum chemistry calculation of 2 unconnected molecules or ions with the total composition C5H7NO in a non-equilibrium geometry, from OMol25.

The geometry in XYZ format:
```
14
C5H7NO, DFT ωB97M-V with the def2-TZVPD basis set
C -0.92146 -0.76149 1.13240
C -0.28720 0.55317 0.82907
C 0.83272 0.74803 0.09801
C 1.78248 -0.31190 -0.32725
O 1.57196 -1.50046 -0.21564
C -1.96169 0.60300 -1.79722
N -0.89138 0.43597 -2.29917
H -1.33933 -1.20091 0.22525
H -1.72074 -0.72011 1.87774
H -0.12555 -1.43395 1.44035
H -0.77533 1.42647 1.26013
H -0.16333 0.37631 -1.53036
H 1.24215 1.74674 0.03901
H 2.75670 0.03912 -0.73232
```

Summary:
E_tot   -8832.97415 eV

Löwdin atomic charge list, values in e, 5 entries:
1. C -0.078
2. C -0.130
3. C -0.138
4. C -0.268
5. O 0.041


4.
The following is a quantum chemistry calculation of 3 unconnected molecules or ions with the total composition C2H11BN3O in a non-equilibrium geometry, from OMol25.

The geometry in XYZ format:
```
18
C2H11BN3O, DFT ωB97M-V with the def2-TZVPD basis set
B 2.23235 0.33138 1.09474
C -1.19938 -0.81072 -1.27867
C -0.73382 -1.36693 -0.02228
N 3.56415 0.65055 0.76132
N -1.56522 -1.73127 0.92056
N -1.11272 1.76487 -0.58459
O 1.01771 0.25760 1.07819
H -2.23383 -0.77492 -1.62008
H -0.55715 -1.01155 -2.15293
H 0.33339 -1.68132 0.07151
H 4.50025 0.65320 1.27415
H 3.69769 0.95813 -0.24994
H -2.55756 -1.62504 0.84382
H -1.15443 -2.14982 1.83617
H -0.19091 2.18872 -0.48441
H -1.80452 2.55552 -0.75394
H -0.89960 0.33524 -1.08688
H -1.33641 1.45635 0.35326
```

Summary:
Total charge   +1
E_tot   -9441.33998 eV

Löwdin atomic charge list, values in e, 5 entries:
1. B -0.422
2. C -0.071
3. C -0.161
4. N 0.158
5. N 0.174


5.
The following is a quantum chemistry calculation of a molecular structure, C35H30ClN3NiO6Te, from OMol25.

The geometry in XYZ format:
```
77
C35H30ClN3NiO6Te, DFT ωB97M-V with the def2-TZVPD basis set
Ni -0.47083 -0.39204 -0.92518
O -3.84691 -1.89487 0.67538
C -2.94561 -1.35869 0.02980
O -1.76209 -1.13294 0.45814
C -3.20889 -0.90059 -1.45183
O -4.35529 -0.93179 -1.89731
O -2.15928 -0.51254 -2.06917
C 5.46754 -3.66613 2.68823
C 4.22683 -3.19257 1.97498
C 3.65471 -3.91101 0.93695
C 2.51639 -3.48047 0.27563
C 1.99629 -4.35596 -0.79901
O 2.73647 -5.12200 -1.40649
C 0.53154 -4.36581 -1.12004
C 0.13911 -4.69241 -2.41402
C -1.20451 -4.70723 -2.75450
C -2.16713 -4.41958 -1.79486
C -1.78319 -4.12389 -0.49403
C -0.43770 -4.08741 -0.16294
C 1.92073 -2.19302 0.55746
O 1.05116 -1.73251 -0.21536
C 2.43137 -1.52359 1.74874
C 3.57154 -2.03082 2.36850
C 1.73294 -0.38992 2.38311
N 0.72305 0.20927 1.88166
C -0.05554 1.09311 2.74163
C -1.15800 0.26911 3.39475
Te -2.50199 1.43473 4.58931
C -3.83224 1.99183 3.05164
C -4.24761 3.31561 2.93468
C -5.11525 3.68266 1.91424
C -5.53869 2.73926 0.98582
C -5.11250 1.42213 1.09159
C -4.28225 1.04490 2.14071
C 2.24943 -0.00167 3.74981
C 1.92804 -0.74127 4.88314
C 2.39335 -0.35883 6.13312
C 3.19850 0.76495 6.26407
C 3.53388 1.50150 5.13611
C 3.06075 1.11935 3.88862
H 5.82473 -4.60197 2.25440
H 5.28805 -3.84407 3.75334
H 6.28299 -2.93984 2.61674
H 4.09271 -4.85072 0.61445
H 0.90558 -4.90644 -3.14785
H -1.50206 -4.91902 -3.77487
H -3.21576 -4.38864 -2.06413
H -2.52701 -3.85621 0.24533
H -0.14199 -3.79856 0.83719
H 3.97592 -1.49813 3.22319
H -0.52821 1.85528 2.12537
H 0.53997 1.60839 3.50400
H -0.75123 -0.47487 4.08199
H -1.73144 -0.25566 2.62716
H -3.87268 4.06365 3.62364
H -5.42986 4.71659 1.82335
H -6.17619 3.03537 0.16135
H -5.37393 0.68293 0.34326
H -3.95502 0.01448 2.19160
H 1.31798 -1.63046 4.77529
H 2.12969 -0.94249 7.00699
H 3.56304 1.06394 7.23945
H 4.16390 2.37826 5.22781
H 3.31718 1.69219 3.00491
Cl 2.45977 0.77508 -2.05926
C 0.83185 -0.09112 -2.49577
H 1.20674 -1.02927 -2.90930
H 0.46607 0.52286 -3.32241
N 0.25789 2.51209 -0.70275
C -0.12903 3.79098 -0.56664
C -1.50534 3.78845 -0.49863
C -1.86533 2.43287 -0.62205
N -0.78517 1.68301 -0.74745
H 1.17506 2.12136 -0.91751
H 0.59059 4.59121 -0.52910
H -2.15816 4.63310 -0.36986
H -2.83875 1.97133 -0.63375
```

Summary:
Total charge   -2
⟨S²⟩   2.00
Spin multiplicity   3
E_tot   -114398.50185 eV

Löwdin atomic charge list, values in e, 5 entries:
1. Ni 0.605
2. O -0.011
3. C -0.610
4. O -0.097
5. C -0.601


6.
The following is a quantum chemistry calculation of a molecular structure, C10H30O5S5Ti in a non-equilibrium geometry, from OMol25.

The geometry in XYZ format:
```
51
C10H30O5S5Ti, DFT ωB97M-V with the def2-TZVPD basis set
Ti -0.78301 -0.20149 0.35048
C -3.70198 3.16537 -5.69586
S -2.98156 3.03248 -3.98293
O -2.78896 1.54683 -3.65715
C -1.24504 3.63857 -4.18393
H -4.77168 3.13958 -5.48810
H -3.58850 2.17609 -6.13920
H -3.34712 3.99107 -6.31263
H -1.03207 4.68942 -4.38003
H -0.95564 3.15940 -5.11921
H -0.51709 3.28958 -3.45155
C -3.42756 4.70357 3.48891
S -1.65981 4.41461 3.52862
O -1.30544 4.09260 2.09330
C -0.71569 5.94835 4.26533
H -3.52733 5.78573 3.40482
H -3.94517 4.25820 4.33852
H -3.91498 4.36950 2.57299
H -0.95108 6.95427 3.91778
H 0.37028 5.86063 4.23262
H -0.93518 5.99397 5.33203
C -2.04115 -5.52137 -3.88723
S -0.82005 -4.24827 -3.40882
O -1.18915 -4.00260 -1.95992
C 0.76907 -5.15524 -3.40438
H -1.54896 -6.08251 -4.68157
H -2.77816 -4.92152 -4.42117
H -2.60069 -5.92850 -3.04506
H 1.53465 -5.07742 -4.17633
H 0.64903 -6.23357 -3.29995
H 1.29306 -4.97149 -2.46642
C 5.64763 1.30050 -1.38111
S 4.49976 0.63803 -0.11242
O 3.47847 -0.27601 -0.88448
C 5.57919 -0.73205 0.41127
H 5.05845 1.74211 -2.18481
H 6.13853 0.47602 -1.89817
H 6.25294 2.10482 -0.96305
H 6.52164 -0.31473 0.76588
H 5.69468 -1.45090 -0.39991
H 5.24221 -1.30209 1.27706
C 0.65573 -4.12256 4.14219
S 0.50618 -2.63889 5.20945
O 0.05709 -1.62772 4.23023
C -1.00533 -2.98382 6.21271
H 0.43379 -4.89648 4.87696
H 1.57341 -4.35690 3.60272
H -0.09805 -4.05094 3.35811
H -0.74322 -3.93291 6.68029
H -1.93848 -3.20864 5.69619
H -1.09757 -2.23267 6.99716
```

Summary:
Total charge   +1
⟨S²⟩   3.75
Spin multiplicity   4
E_tot   -98368.06147 eV

Löwdin atomic charge list, values in e, 5 entries:
1. Ti 1.013
2. C -0.235
3. S 0.824
4. O -0.609
5. C -0.260


7.
The following is a quantum chemistry calculation of a molecular structure, C24H45LaNO3P2 in a non-equilibrium geometry, from OMol25.

The geometry in XYZ format:
```
76
C24H45LaNO3P2, DFT ωB97M-V with the def2-TZVPD basis set
La -0.00903 0.03233 0.64819
C -2.19090 1.68405 0.97275
C -2.60124 0.76276 -0.05219
C -2.40667 -0.42110 1.92174
C -2.12182 0.95489 2.20218
C -2.72513 -0.53684 0.53230
C -1.92193 3.13916 0.79485
H -1.50167 3.36015 -0.19692
H -1.20116 3.51830 1.53235
H -2.83559 3.74757 0.89740
C -1.99250 1.55330 3.55295
H -1.70097 2.60471 3.49660
H -1.25607 1.04981 4.18790
H -2.95564 1.51323 4.08415
C -2.42086 -1.55736 2.87882
H -3.45215 -1.82429 3.16729
H -1.85251 -1.33986 3.78768
H -1.98311 -2.47412 2.44298
C -3.22024 -1.76113 -0.14170
H -4.31753 -1.82681 -0.10116
H -2.83001 -2.66648 0.32614
H -2.92451 -1.78692 -1.19510
C -3.01935 1.13334 -1.42671
H -4.01120 1.62330 -1.43644
H -3.08067 0.25413 -2.07871
H -2.30932 1.82521 -1.89913
C 1.59405 0.48319 -2.45627
C 0.56169 1.33314 -2.60372
C -0.08144 1.55855 -3.94391
C -0.96144 0.43065 -4.56826
C -1.09145 -0.88324 -3.84118
C -0.05081 -1.71028 -3.71338
C 1.29595 -1.37962 -4.30128
C 2.16037 -0.26723 -3.62622
H 0.68370 1.79886 -4.70326
H -0.55773 0.24763 -5.58207
H -0.71202 2.46062 -3.87048
H 2.43576 0.43088 -4.43668
H 2.15953 0.40396 -1.51550
H 0.22531 2.00390 -1.79714
H 3.10729 -0.73543 -3.31561
H 1.89687 -2.30486 -4.30047
H -0.12745 -2.68412 -3.21523
H 1.17822 -1.08968 -5.36355
H -1.97487 0.84251 -4.70966
H -2.09622 -1.13051 -3.47846
P 1.91730 2.15406 1.40734
C 1.56394 2.92463 3.01327
H 2.40782 3.58663 3.26712
H 1.45257 2.15557 3.78904
H 0.62693 3.49916 2.95616
C 3.56057 1.41326 1.70072
H 4.23799 2.16606 2.14551
H 3.97777 1.04573 0.74782
H 3.46056 0.55615 2.38990
C 2.17347 3.58471 0.30554
H 2.58436 3.22472 -0.65284
H 2.84961 4.31811 0.78559
H 1.18516 4.04296 0.11204
P 1.08750 -2.72102 0.63038
C -0.08613 -3.95192 -0.02733
H 0.45728 -4.81427 -0.44438
H -0.69595 -3.47773 -0.81507
H -0.76632 -4.27091 0.78313
C 2.66442 -2.92571 -0.26695
H 2.47158 -2.95914 -1.34956
H 3.20167 -3.83481 0.06991
H 3.29836 -2.04163 -0.06236
C 1.48814 -3.36109 2.29499
H 1.74030 -4.43415 2.24712
H 0.64699 -3.19830 2.98167
H 2.34278 -2.80282 2.70038
O 1.30782 0.31159 4.72311
N 0.83548 -0.57307 4.02405
O 0.36129 -1.63882 4.38614
O 0.84317 -0.34828 2.60163
```

Summary:
Total charge   +1
E_tot   -52680.34141 eV

Löwdin atomic charge list, values in e, 5 entries:
1. La 1.729
2. C -0.333
3. C -0.333
4. C -0.326
5. C -0.315


Which of these has the highest E_tot?
C5H7NO


Please write out number 4 again, unchanged.
The following is a quantum chemistry calculation of 3 unconnected molecules or ions with the total composition C2H11BN3O in a non-equilibrium geometry, from OMol25.

The geometry in XYZ format:
```
18
C2H11BN3O, DFT ωB97M-V with the def2-TZVPD basis set
B 2.23235 0.33138 1.09474
C -1.19938 -0.81072 -1.27867
C -0.73382 -1.36693 -0.02228
N 3.56415 0.65055 0.76132
N -1.56522 -1.73127 0.92056
N -1.11272 1.76487 -0.58459
O 1.01771 0.25760 1.07819
H -2.23383 -0.77492 -1.62008
H -0.55715 -1.01155 -2.15293
H 0.33339 -1.68132 0.07151
H 4.50025 0.65320 1.27415
H 3.69769 0.95813 -0.24994
H -2.55756 -1.62504 0.84382
H -1.15443 -2.14982 1.83617
H -0.19091 2.18872 -0.48441
H -1.80452 2.55552 -0.75394
H -0.89960 0.33524 -1.08688
H -1.33641 1.45635 0.35326
```

Summary:
Total charge   +1
E_tot   -9441.33998 eV

Löwdin atomic charge list, values in e, 5 entries:
1. B -0.422
2. C -0.071
3. C -0.161
4. N 0.158
5. N 0.174


Please write out number 4 again, unchanged.
The following is a quantum chemistry calculation of 3 unconnected molecules or ions with the total composition C2H11BN3O in a non-equilibrium geometry, from OMol25.

The geometry in XYZ format:
```
18
C2H11BN3O, DFT ωB97M-V with the def2-TZVPD basis set
B 2.23235 0.33138 1.09474
C -1.19938 -0.81072 -1.27867
C -0.73382 -1.36693 -0.02228
N 3.56415 0.65055 0.76132
N -1.56522 -1.73127 0.92056
N -1.11272 1.76487 -0.58459
O 1.01771 0.25760 1.07819
H -2.23383 -0.77492 -1.62008
H -0.55715 -1.01155 -2.15293
H 0.33339 -1.68132 0.07151
H 4.50025 0.65320 1.27415
H 3.69769 0.95813 -0.24994
H -2.55756 -1.62504 0.84382
H -1.15443 -2.14982 1.83617
H -0.19091 2.18872 -0.48441
H -1.80452 2.55552 -0.75394
H -0.89960 0.33524 -1.08688
H -1.33641 1.45635 0.35326
```

Summary:
Total charge   +1
E_tot   -9441.33998 eV

Löwdin atomic charge list, values in e, 5 entries:
1. B -0.422
2. C -0.071
3. C -0.161
4. N 0.158
5. N 0.174